No. 1
{
  "formula": "C2H3LiO2Y",
  "method": "ωB97M-V/def2-TZVPD",
  "e_tot_ha": -272.9246,
  "homo_lumo_gap_ev": [7.6, 7.0],
  "multiplicity": 1,
  "total_charge": 3,
  "symbols": ["O", "H", "O", "C", "Y", "H", "C", "Li", "H"],
  "coordinates": [[-1.04, -0.78, 0.57], [-1.80, 0.81, -1.72], [-3.65, 0.81, -0.77], [-2.35, 0.79, -0.79], [1.05, -1.74, 0.02], [-3.50, 0.15, 0.23], [-2.03, 0.10, 0.39], [-1.34, -2.64, 0.06], [-2.05, 0.75, 1.27]]
}


No. 2
{
  "formula": "C26H46Br14N2O5",
  "method": "ωB97M-V/def2-TZVPD",
  "e_tot_ha": -37540.1625,
  "homo_lumo_gap_ev": 9.8,
  "smiles": "N#C[C@H](CCCC(=O)O)[C@@H](C#N)COCOCCO.BrCCBr.BrCCBr.BrCCBr.BrCCBr.BrCCBr.BrCCBr.BrCCBr",
  "multiplicity": 1,
  "relative_energy_ev": 0.061,
  "symbols": ["C", "H", "H", "H", "Br", "H", "C", "C", "C", "O", "H", "H", "C", "H", "H", "C", "O", "C", "H", "C", "O", "C", "H", "Br", "C", "H", "Br", "H", "H", "C", "H", "H", "H", "C", "Br", "Br", "H", "N", "H", "Br", "H", "H", "H", "O", "C", "H", "H", "H", "H", "Br", "H", "C", "Br", "C", "C", "Br", "H", "H", "H", "C", "H", "H", "Br", "H", "H", "H", "H", "H", "H", "Br", "C", "H", "C", "H", "H", "Br", "H", "H", "H", "C", "O", "H", "H", "N", "C", "C", "Br", "C", "H", "C", "Br", "C", "C"],
  "coordinates": [[2.47, 2.57, -3.24], [1.92, 3.16, -3.96], [-2.38, -3.70, -3.33], [6.81, -2.87, 3.85], [3.24, -5.16, 1.10], [3.82, 4.01, -2.40], [-1.20, 3.82, 2.61], [-2.12, 4.93, 3.05], [-0.68, -4.12, -4.36], [-6.63, -0.93, -2.59], [0.31, 1.44, 1.39], [5.39, -6.36, 1.49], [-5.55, 8.38, 3.98], [-0.66, -1.84, -2.00], [7.43, -4.24, 4.80], [-0.69, -1.55, -5.32], [-5.53, -1.52, -0.71], [-0.66, -2.90, -2.27], [-3.43, 8.64, 3.59], [4.64, -6.47, 0.72], [-1.31, -3.61, -1.22], [-2.19, -0.65, -3.60], [4.83, -8.54, 0.22], [-1.72, 6.59, 2.13], [2.99, 3.38, -2.08], [0.25, -1.09, 6.04], [-3.80, 9.73, 5.80], [-6.67, 0.03, -2.47], [1.38, 0.14, 6.64], [5.35, -4.40, 4.19], [-4.42, 10.12, 3.44], [0.69, -1.64, 1.95], [-3.17, 4.71, 2.85], [-4.28, 9.19, 3.99], [-0.49, 2.27, -5.91], [5.10, -5.98, 5.30], [-1.28, -0.18, -3.23], [0.14, -1.27, -6.06], [-0.60, 0.01, 0.15], [3.69, -8.58, 2.41], [-6.33, 8.80, 4.60], [1.41, -2.10, 0.37], [1.14, 4.48, -6.94], [0.99, 0.77, 1.29], [2.31, -1.74, 6.19], [0.48, -3.83, -0.23], [5.47, -4.77, 3.18], [4.43, -3.83, 4.26], [0.04, 5.85, -7.19], [1.63, 4.58, -1.40], [3.17, -7.93, 0.07], [0.45, -0.18, 0.37], [6.24, -2.60, 6.24], [0.23, 4.96, -6.60], [1.26, -0.69, 5.96], [-1.66, 3.15, 0.84], [-1.79, 4.39, -6.06], [0.38, -3.23, -2.35], [3.31, 2.77, -1.24], [-5.54, -1.40, -1.91], [-2.64, -1.19, -1.53], [2.37, -2.02, 7.24], [0.57, 5.59, -4.79], [-0.99, -4.31, 0.64], [-5.91, 8.27, 2.96], [-4.11, -2.81, -2.41], [-1.29, 2.97, 3.28], [-3.56, 0.11, -2.19], [1.00, -0.12, -0.57], [1.42, 0.05, 4.16], [-1.77, -1.90, -4.40], [-0.16, 4.13, 2.56], [0.56, -1.63, 0.87], [-2.61, -2.16, -5.05], [-2.60, 0.06, -4.32], [-5.25, 6.57, 4.61], [3.29, 2.05, -3.74], [-1.99, 5.13, 4.11], [5.06, -6.18, -0.24], [4.09, -7.87, 0.65], [-0.66, -2.28, 0.52], [-4.59, -1.83, -3.80], [3.29, -1.43, 5.84], [-0.05, -4.83, -5.00], [-0.95, 4.02, -6.64], [-3.16, -0.87, -2.43], [1.27, 1.18, -2.62], [6.56, -3.61, 4.61], [-1.26, 3.84, -7.66], [-0.57, -3.57, -0.03], [1.86, -3.38, 5.24], [-1.46, -3.17, -3.55], [-4.35, -1.80, -2.74]]
}


No. 3
{
  "formula": "BH26O11",
  "method": "ωB97M-V/def2-TZVPD",
  "e_tot_ha": -867.9940,
  "homo_lumo_gap_ev": 9.5,
  "multiplicity": 1,
  "total_charge": -1,
  "relative_energy_ev": 3.726,
  "symbols": ["O", "H", "O", "H", "H", "H", "O", "H", "H", "O", "O", "H", "H", "H", "O", "O", "H", "H", "H", "H", "H", "H", "H", "H", "H", "B", "H", "H", "O", "H", "H", "H", "O", "H", "O", "O", "H", "H"],
  "coordinates": [[-3.57, -0.93, -0.42], [-0.92, 0.50, -1.08], [-2.45, -0.25, -3.84], [-0.28, -1.22, -0.27], [-0.70, 0.35, 0.81], [4.04, 1.60, -0.13], [-1.44, 3.49, 0.58], [0.72, -0.43, -2.76], [2.04, -2.59, 1.02], [2.92, -2.00, -0.47], [0.57, -1.12, -3.42], [1.00, -0.92, -4.19], [-2.75, -0.70, -0.71], [1.44, -2.17, 2.47], [-0.59, -2.60, 2.33], [1.94, 3.15, -1.07], [1.99, -1.79, -0.76], [-1.12, 3.91, -0.14], [-0.65, -2.05, 1.54], [-2.84, 0.59, -3.49], [-2.55, 0.91, 2.07], [0.05, 0.44, 2.87], [3.58, 0.50, -1.13], [-4.19, -0.34, -0.93], [-0.53, -3.43, 1.86], [-0.25, 0.01, -0.23], [-1.48, -0.39, -3.56], [1.86, 3.71, -0.21], [2.16, -2.49, 2.00], [0.92, 0.26, -0.43], [3.19, -1.10, -0.30], [1.97, 2.34, -0.64], [0.17, 0.41, 3.68], [-1.03, 2.56, 0.49], [4.18, 0.61, -0.49], [-3.16, 0.73, 2.71], [-4.14, 1.02, 2.29], [-0.11, -0.59, 3.97]]
}


No. 4
{
  "formula": "C3H9NO2",
  "method": "ωB97M-V/def2-TZVPD",
  "e_tot_ha": -324.8025,
  "homo_lumo_gap_ev": 10.2,
  "multiplicity": 1,
  "relative_energy_ev": 4.629,
  "symbols": ["O", "H", "C", "C", "H", "O", "H", "H", "H", "H", "N", "H", "H", "C", "H"],
  "coordinates": [[-0.93, -0.04, -1.90], [1.46, 2.13, 0.24], [-0.61, -0.37, 1.16], [0.14, 0.65, 0.17], [-1.24, -2.36, 1.18], [-0.66, -1.72, 0.58], [0.81, -1.14, -1.04], [-1.59, -0.14, 1.42], [-0.69, 1.45, 0.08], [1.84, 0.44, 0.84], [1.16, 1.21, 0.84], [0.92, 0.88, -1.53], [-0.13, -0.58, 1.96], [0.24, 0.08, -1.24], [-0.71, -0.51, -2.75]]
}